{"formula": "C3H3NO2S2", "method": "ωB97M-V/def2-TZVPD", "species": ["O", "C", "N", "C", "S", "O", "C", "S", "H", "H", "H"], "coordinates": [[-1.260, 2.065, 0.221], [-0.543, 0.982, 0.010], [0.804, 1.175, -0.338], [1.322, -0.163, -0.209], [2.949, -0.412, 0.193], [0.288, -1.113, -0.269], [-0.887, -0.394, 0.149], [-2.579, -0.867, -0.061], [-2.158, 1.941, 0.276], [1.444, 1.911, -0.568], [-2.409, -1.769, 1.242]], "forces_ev_per_angstrom": [[3.23, 1.42, -0.29], [0.07, -1.50, -0.03], [-1.54, -5.11, 0.89], [1.24, 0.41, -0.02], [-2.20, -0.17, -0.93], [1.11, 2.17, 0.93], [0.77, 3.80, -1.83], [2.14, -2.43, 3.46], [-3.39, -0.95, 0.24], [-0.33, 0.55, 0.40], [-1.09, 1.81, -2.82]], "orbital_gap_ha": 0.2993, "de_lowest_kj_mol": 215.43, "e_tot_ha": -1117.6440}